Entry 1:
Here is C5H8N2OS in the gas phase at a distorted geometry from the OMol25 dataset. Energies are from the ωB97M-V functional and the def2-TZVPD basis.

Structure (SMILES) = CSO[C@H]1CC=NC=N1
LUMO energy = 0.20 eV
Gap between HOMO and LUMO = 8.564 eV
Energy above the lowest of the compared OMol25 structures with the same formula, charge and spin = 3.7923 eV
Largest force on an atom = 3.706 eV Å⁻¹

XYZ file:
```
17
Properties=species:S:1:pos:R:3:mulliken_charge:R:1
C 1.25703 2.91154 0.68048 -0.797
S 1.21649 1.53870 -0.52962 0.033
O -0.44200 1.16393 -0.40355 -0.422
C -0.80793 -0.06473 0.16395 0.358
C -1.31850 -0.97643 -0.98109 -0.664
C -0.68477 -2.39182 -0.79976 -0.016
N 0.36415 -2.67904 -0.13951 -0.575
C 0.81435 -1.65802 0.71241 0.002
N 0.31534 -0.53500 0.91650 -0.536
H 0.62979 3.70537 0.31604 0.294
H 2.32189 3.26948 0.72955 0.299
H 0.71624 2.66439 1.49995 0.282
H -1.61808 0.04651 0.91738 0.281
H -2.34480 -1.19652 -0.88198 0.284
H -1.10732 -0.51161 -1.92874 0.325
H -1.03883 -3.26808 -1.37049 0.400
H 1.72694 -2.01865 1.09849 0.453
```

***

Entry 2:
Here is a molecular structure, C5H8N2S at a distorted geometry from the OMol25 dataset. Energies are from the ωB97M-V functional and the def2-TZVPD basis.

LUMO energy = 0.37 eV
Gap between HOMO and LUMO = 8.234 eV
Energy above the lowest of the compared OMol25 structures with the same formula, charge and spin = 6.4191 eV
Largest force on an atom = 9.465 eV Å⁻¹

XYZ file:
```
16
Properties=species:S:1:pos:R:3:mulliken_charge:R:1
C -0.28266 0.91803 1.99376 -0.847
C -0.25640 0.64152 -0.74543 0.614
C -0.01263 -0.76279 -0.65271 0.002
C -0.42624 -1.67469 0.41289 -0.734
C 0.92953 -1.10337 -1.52708 0.161
H 0.76814 1.01086 1.69242 0.286
H -0.64973 -0.11905 2.31033 0.292
H -0.31749 1.52201 2.90835 0.367
H 0.29376 2.51797 -1.70648 0.264
H 0.42901 0.85240 -2.78002 0.313
H -1.11256 -0.87720 1.11793 0.138
H -1.33745 -2.35487 -0.22695 0.244
H 0.76614 -2.40617 0.76091 0.290
N 0.34672 1.42057 -1.61124 -0.589
N 1.80797 -1.19644 -2.35874 -0.579
S -0.94611 1.61121 0.41205 -0.221
```

***

Entry 3:
Here is C5H8N2S in the gas phase at a distorted geometry from the OMol25 dataset. Energies are from the ωB97M-V functional and the def2-TZVPD basis.

Structure (SMILES) = C[C@@H]1C(=S)NN2C[C@@H]12
LUMO energy = 0.56 eV
Gap between HOMO and LUMO = 9.057 eV
Energy above the lowest of the compared OMol25 structures with the same formula, charge and spin = 2.1462 eV
Largest force on an atom = 2.438 eV Å⁻¹

XYZ file:
```
16
Properties=species:S:1:pos:R:3:mulliken_charge:R:1
C -1.55556 0.96711 -0.77207 -1.478
C -0.75825 0.01360 0.10378 0.588
C 0.04941 0.67612 1.14985 -0.082
S -0.48975 1.60857 2.36799 -0.342
N 1.36200 0.48056 0.85793 -0.038
N 1.63230 -0.31281 -0.32821 -0.459
C 1.27541 -1.68474 -0.01760 -0.394
C 0.27892 -0.74348 -0.71515 -0.302
H -2.20082 0.45413 -1.49360 0.371
H -2.16560 1.59695 -0.12470 0.381
H -0.85481 1.65212 -1.34500 0.341
H -1.51533 -0.66880 0.57716 0.207
H 2.00434 1.23401 1.07452 0.274
H 1.01764 -1.96625 0.99983 0.241
H 1.81872 -2.46172 -0.56273 0.272
H 0.10139 -0.84536 -1.77199 0.421
```

***

Entry 4:
Here is 2 unconnected molecules or ions with the total composition C5H8N2S at a distorted geometry from the OMol25 dataset. Energies are from the ωB97M-V functional and the def2-TZVPD basis.

Total charge = +2
LUMO energy (alpha / beta) = -11.88 / -11.81 eV
Gap between HOMO and LUMO (alpha / beta) = 5.857 / 6.017 eV
Energy above the lowest of the compared OMol25 structures with the same formula, charge and spin = 2.9941 eV
Largest force on an atom = 5.115 eV Å⁻¹

XYZ file:
```
16
Properties=species:S:1:pos:R:3:mulliken_charge:R:1
C 2.56218 1.53978 -0.27964 -0.275
C 2.87689 0.25336 -0.13316 -0.314
C 0.60073 0.48356 0.08842 -0.359
C 1.44123 -1.82639 -0.02215 -0.005
C -4.34931 -0.35291 0.17566 -0.623
N 1.16616 1.59400 -0.12034 0.085
N 1.69693 -0.53907 -0.00541 0.224
S -2.96092 0.24887 -0.74171 0.515
H 3.17427 2.37435 -0.19602 0.438
H 3.85640 -0.12707 -0.33659 0.381
H 0.49143 -2.12587 0.14876 0.317
H 2.28710 -2.52860 -0.09723 0.284
H -5.31032 0.14052 0.06556 0.380
H -3.86893 -0.05093 1.14708 0.328
H -4.34838 -1.46205 0.17524 0.361
H 0.68456 2.37844 0.13155 0.264
```

***

Entry 5:
Here is a gas-phase ion, C5H8N3O (charge +1) at a distorted geometry from the OMol25 dataset. Energies are from the ωB97M-V functional and the def2-TZVPD basis.

Structure (SMILES) = N#C/C(=C/N)C/[NH+]=C/O
Total charge = +1
LUMO energy = -4.13 eV
Gap between HOMO and LUMO = 8.310 eV
Energy above the lowest of the compared OMol25 structures with the same formula, charge and spin = 2.1072 eV
Largest force on an atom = 5.118 eV Å⁻¹

XYZ file:
```
17
Properties=species:S:1:pos:R:3:mulliken_charge:R:1
N -0.57509 -0.11414 -2.65155 -0.500
C -0.81951 -0.18730 -1.51423 0.264
C -0.85178 -0.20942 -0.09228 0.212
C -2.06793 -0.41626 0.58919 -0.335
N -2.19022 -0.62997 1.95257 -0.344
C 0.39535 -0.16629 0.73540 -0.530
N 1.22837 0.60487 -0.09680 -0.139
C 2.12047 0.32732 -1.04902 0.161
O 2.51517 1.25132 -1.83609 -0.392
H -3.07591 -0.36504 0.15146 0.379
H -1.41950 -0.50817 2.61157 0.185
H -3.09011 -0.70574 2.23125 0.222
H 0.38481 0.39340 1.76438 0.370
H 0.75619 -1.11916 0.96451 0.344
H 0.78572 1.43948 -0.26546 0.293
H 2.56666 -0.66578 -1.05987 0.365
H 3.33729 1.07088 -2.43503 0.443
```

***

Entry 6:
Here is a gas-phase ion, C5H8N3O2 (charge +1) at a distorted geometry from the OMol25 dataset. Energies are from the ωB97M-V functional and the def2-TZVPD basis.

Structure (SMILES) = NC1=C([N+](=O)[O-])C=C[NH2+]C1
Total charge = +1
LUMO energy = -4.92 eV
Gap between HOMO and LUMO = 8.502 eV
Energy above the lowest of the compared OMol25 structures with the same formula, charge and spin = 5.4605 eV
Largest force on an atom = 6.140 eV Å⁻¹

XYZ file:
```
18
Properties=species:S:1:pos:R:3:mulliken_charge:R:1
N -2.27424 -0.23614 0.62011 -0.503
C -0.75452 -0.10411 0.37773 0.487
C -0.27613 0.68168 -0.64080 -0.048
N -1.06891 1.38307 -1.58413 0.995
O -0.60686 2.27077 -2.26360 -0.548
O -2.26862 1.12313 -1.63700 -0.678
C 1.15686 0.78486 -0.77451 -0.180
C 1.98042 -0.18149 -0.27876 -0.738
N 1.32207 -1.28100 0.38403 -0.179
C 0.23112 -0.79203 1.35867 -0.458
H -2.81273 0.30335 -0.12449 0.340
H -2.48967 -0.09875 1.55096 0.235
H 1.42467 1.75908 -1.28581 0.432
H 3.09068 -0.07880 -0.16207 0.350
H 0.91436 -1.71565 -0.41797 0.404
H 2.13530 -1.93589 0.80454 0.426
H 0.64025 -0.20180 2.14142 0.300
H -0.34404 -1.68029 1.93169 0.361
```

***

Copy entry 1 word for word.
Here is C5H8N2OS in the gas phase at a distorted geometry from the OMol25 dataset. Energies are from the ωB97M-V functional and the def2-TZVPD basis.

Structure (SMILES) = CSO[C@H]1CC=NC=N1
LUMO energy = 0.20 eV
Gap between HOMO and LUMO = 8.564 eV
Energy above the lowest of the compared OMol25 structures with the same formula, charge and spin = 3.7923 eV
Largest force on an atom = 3.706 eV Å⁻¹

XYZ file:
```
17
Properties=species:S:1:pos:R:3:mulliken_charge:R:1
C 1.25703 2.91154 0.68048 -0.797
S 1.21649 1.53870 -0.52962 0.033
O -0.44200 1.16393 -0.40355 -0.422
C -0.80793 -0.06473 0.16395 0.358
C -1.31850 -0.97643 -0.98109 -0.664
C -0.68477 -2.39182 -0.79976 -0.016
N 0.36415 -2.67904 -0.13951 -0.575
C 0.81435 -1.65802 0.71241 0.002
N 0.31534 -0.53500 0.91650 -0.536
H 0.62979 3.70537 0.31604 0.294
H 2.32189 3.26948 0.72955 0.299
H 0.71624 2.66439 1.49995 0.282
H -1.61808 0.04651 0.91738 0.281
H -2.34480 -1.19652 -0.88198 0.284
H -1.10732 -0.51161 -1.92874 0.325
H -1.03883 -3.26808 -1.37049 0.400
H 1.72694 -2.01865 1.09849 0.453
```